(1)
The following is a quantum chemistry calculation of a structure of composition C22H40Br12HgN2O2 at a distorted geometry, from the Open Molecules 2025 dataset.

Properties
- Maximum force: 2.5 eV Å⁻¹
- HOMO energy: -0.2645 hartree
- Gap between HOMO and LUMO: 6.825 eV
- Energy relative to the best compared isomer or geometry (same formula, charge and spin): 21.4 kcal/mol

Last column: Mulliken charge in e.
CARTESIAN COORDINATES (ANGSTROEM)
Hg  0.33017  1.19743  1.44862  1.81
Br  3.81781  -3.41171  -5.13104  -0.03
Br  -2.81441  -2.28592  -7.22180  -0.06
Br  6.66004  -2.12585  -5.78865  -0.05
Br  2.89515  4.00763  2.21297  -0.03
Br  -3.14246  -2.66219  -4.09035  -0.01
Br  5.05915  1.53193  2.50023  -0.04
Br  -2.17843  0.22563  -5.25562  0.00
Br  1.83688  -5.35700  2.60277  -0.04
Br  4.50959  -4.58411  0.99213  0.05
Br  2.53254  1.77236  4.46913  -0.04
Br  4.19380  -0.27650  -4.82332  0.02
Br  4.32413  -7.39136  2.49663  -0.06
O  1.94972  1.23364  -0.09155  -0.77
O  -0.88487  2.08576  3.09358  -0.75
N  1.25252  0.00117  -0.38332  1.73
N  -1.86353  1.97428  2.04796  1.34
C  1.89326  -1.24260  0.10267  1.73
C  3.85360  2.78752  3.43749  -0.37
C  -1.31421  4.18047  1.14537  -1.55
C  1.37744  -0.12581  -2.89064  -2.09
C  2.25729  -1.07181  1.56832  -2.18
C  -1.89278  -0.54018  2.12434  -2.39
C  3.14724  -1.56156  -0.72088  -1.66
C  -2.13320  -1.71102  -5.47847  -0.31
C  0.10104  -2.46011  -1.30508  -1.01
C  -0.49962  -1.11367  -1.69046  -0.01
C  0.90045  -2.44148  -0.01194  -0.76
C  0.50285  0.04022  -1.62713  1.49
C  5.09843  -2.01991  -4.61284  -0.33
C  -3.47213  3.05281  0.47284  -1.46
C  -3.61867  0.75481  3.38743  -1.93
C  -3.15102  3.98944  2.76282  -1.84
C  -2.70577  0.76760  2.14766  1.63
C  -2.44176  3.24172  1.61481  1.16
C  -4.41641  1.89214  0.57059  -0.84
C  -0.32089  1.32274  -1.79438  -0.80
C  -3.57775  0.64423  0.88549  -0.76
C  3.36145  -6.00412  1.56116  -0.34
H  -1.36859  -0.96892  -1.03383  -0.15
H  -4.45008  1.45381  3.26425  0.32
H  0.24486  -2.42769  0.86255  0.34
H  -4.04393  3.49378  3.15074  0.32
H  1.48920  -3.35622  0.07812  0.09
H  -2.47499  -1.40099  2.44617  0.66
H  1.36920  -1.07301  2.21263  0.46
H  4.45113  3.34031  4.14631  0.40
H  2.10431  0.69317  -2.89076  0.54
H  0.71639  -2.77714  -2.15283  0.34
H  -0.69843  1.54454  -0.78872  -0.36
H  5.38497  -2.16094  -3.58121  0.38
H  -3.38550  5.00392  2.44818  0.47
H  -2.91035  3.15261  -0.46569  0.40
H  -2.48379  3.99343  3.63098  0.40
H  0.81833  -0.06058  -3.82731  0.42
H  3.05126  -2.13854  -1.63877  0.22
H  1.96071  -1.03914  -2.98222  0.15
H  -1.62931  4.93776  0.42421  0.38
H  2.80153  -0.16045  1.81820  0.05
H  -4.84420  1.68443  -0.41127  0.44
H  -2.88168  0.49134  0.05199  -0.16
H  2.91835  -1.89491  1.84877  0.43
H  -4.02409  4.00053  0.42724  0.45
H  2.96451  -6.54631  0.71503  0.41
H  0.30550  2.15076  -2.12184  0.38
H  -5.18087  2.11145  1.31368  0.40
H  -4.17925  -0.18172  3.43824  0.48
H  -0.53046  3.59968  0.64818  0.17
H  -1.04635  -0.48771  2.82415  0.33
H  -0.90694  -1.25211  -2.69096  -0.64
H  -1.18058  1.17278  -2.44126  0.10
H  -0.71133  -3.18374  -1.19979  0.50
H  3.75052  -0.66289  -0.88336  0.36
H  -1.08090  -1.95683  -5.48926  0.34
H  -1.46044  -0.73046  1.13924  0.31
H  -4.21928  -0.23886  0.84347  0.45
H  3.83679  -2.16303  -0.11169  0.24
H  -0.87160  4.71923  1.98203  0.39
H  -3.03126  1.00205  4.26890  0.34

---

(2)
The following is a quantum chemistry calculation of a cluster of 2 separate species, C29H38NO2Si2 in total at a distorted geometry, from the Open Molecules 2025 dataset.

Properties
- Maximum force: 2.5 eV Å⁻¹
- HOMO energy: -0.3893 hartree
- Gap between HOMO and LUMO: 5.054 eV
- Charge: +1

Last column: Mulliken charge in e.
CARTESIAN COORDINATES (ANGSTROEM)
Si  0.15348  2.34426  3.86224  0.82
Si  3.29626  -0.15113  2.81378  0.51
O  1.72158  0.20909  3.41028  -0.40
O  -0.07855  1.24656  2.55097  -0.39
N  0.63509  0.06563  2.46021  0.35
C  -0.72291  -4.82757  2.04329  -0.44
C  -0.52398  -5.51784  -2.11662  -0.79
C  -1.41958  -4.91014  3.25111  -0.74
C  0.76660  -6.95972  5.50456  -0.75
C  -3.58186  -0.64272  4.53611  -1.01
C  -1.61862  -0.65710  3.11498  0.76
C  0.11748  -6.78158  6.73477  -0.34
C  3.21901  -1.70936  1.80100  -1.09
C  -1.46585  3.27547  3.77682  -1.11
C  -0.94611  -5.61644  4.39902  1.14
C  -1.61410  -5.48243  5.64919  -0.27
C  -1.07481  -6.04161  6.80015  -0.69
C  0.30740  1.48376  5.50711  -0.83
C  -2.28071  -1.08551  4.28198  -0.03
C  -1.42400  -4.79089  -2.90913  -0.35
C  -2.31612  0.07459  2.14136  -0.12
C  -0.83819  -3.73991  1.17290  0.87
C  -0.88039  -3.96802  -0.25771  0.44
C  0.27861  -2.26773  3.08993  -1.57
C  -0.23250  -5.09928  -0.82190  -0.15
C  -3.62480  0.47788  2.38093  -0.89
C  -4.24773  0.14447  3.59217  -0.59
C  -1.99501  -3.61158  -2.40565  -0.67
C  -0.19548  -0.99992  2.92178  1.06
C  1.60343  3.43558  3.45544  -1.16
C  3.83362  1.31026  1.78233  -1.09
C  -1.71215  -3.18596  -1.10948  -0.32
C  4.29438  -0.32762  4.38040  -1.10
C  0.24579  -6.39092  4.34623  -0.29
H  -0.33806  -2.94885  3.66238  -0.06
H  1.34075  4.45499  3.78080  0.43
H  -1.81961  0.30364  1.19853  0.50
H  1.68556  -7.54449  5.44632  0.40
H  -2.36330  -4.36080  3.34586  0.40
H  4.80942  1.07913  1.32776  0.45
H  -0.12040  -5.68304  1.72340  0.16
H  5.30149  -0.70029  4.13815  0.39
H  3.93519  2.22975  2.37284  0.28
H  -1.44962  4.11824  4.48443  0.41
H  -1.21803  -2.77768  1.51565  -0.11
H  -2.31866  2.63078  4.02812  0.24
H  -0.30714  0.57732  5.58435  0.16
H  0.53709  -7.21979  7.63999  0.39
H  -0.05443  -6.42179  -2.50810  0.38
H  -1.63750  3.67587  2.76838  0.29
H  -5.26548  0.48479  3.78698  0.41
H  -0.05074  2.19342  6.27331  0.46
H  -2.54373  -4.90685  5.67726  0.41
H  2.51774  3.13430  3.98317  0.25
H  4.40352  0.63362  4.90309  0.31
H  -4.06308  -0.92676  5.47507  0.44
H  1.34653  1.22210  5.74722  0.19
H  -1.58261  -5.90557  7.75638  0.38
H  1.31807  -2.48654  2.89346  -0.18
H  1.81390  3.46536  2.37859  0.29
H  -2.67357  -3.03194  -3.03349  0.40
H  3.11989  1.50330  0.96943  0.31
H  2.25072  -1.85080  1.30337  0.29
H  -1.73176  -1.72836  4.97756  0.59
H  3.82295  -1.04110  5.07160  0.30
H  -2.17221  -2.28110  -0.70531  0.44
H  -1.67180  -5.13985  -3.91357  0.39
H  -4.13757  1.05742  1.61233  0.44
H  3.99117  -1.63526  1.02064  0.46
H  0.75682  -6.51053  3.38899  0.27
H  0.47469  -5.66284  -0.21178  0.40
H  3.43965  -2.59388  2.41449  0.27